Record 1
An isolated molecule of C4H5NO. Source: the OMol25 dataset; level of theory: the ωB97M-V functional and the def2-TZVPD basis.

```
11
Properties=species:S:1:pos:R:3
C -0.75974 -1.30596 -1.57398
H -0.07184 0.93962 1.50971
C -0.73355 0.48984 0.76659
H -1.27594 1.30199 0.26689
C -0.29634 -1.77229 -0.46739
C 0.08703 -0.28607 -0.21480
N 1.16138 0.18263 -0.75532
O 1.42637 1.44086 -0.27442
H -1.45684 -0.16920 1.24650
H 2.19205 1.73429 -0.78761
H -0.27257 -2.55570 0.28384
```

Energy relative to the best compared isomer or geometry (same formula, charge and spin) = 543.5 kJ/mol
Multiplicity = 1
Energy = -7760.8934 eV
Max |F| = 0.0142 hartree/bohr
Charge = 0

=====

Record 2
An isolated molecule of C4H5NO. Source: the OMol25 dataset; level of theory: the ωB97M-V functional and the def2-TZVPD basis.

```
11
Properties=species:S:1:pos:R:3
N 2.10167 -1.50988 0.10828
H 2.87276 0.44460 0.53538
C -0.41301 0.56457 -0.52547
O 1.06291 -2.11065 -0.00985
H -2.26877 -0.40641 -0.28157
H -2.33276 1.31630 0.10698
C 1.95728 -0.06356 0.25671
H -1.59033 0.16736 1.25245
H -0.46007 0.71863 -1.60347
C -1.72058 0.41359 0.19645
C 0.79091 0.46545 -0.03589
```

Energy relative to the best compared isomer or geometry (same formula, charge and spin) = 404.0 kJ/mol
Multiplicity = 1
Energy = -7762.3394 eV
Max |F| = 0.0115 hartree/bohr
Charge = 0
Structure (SMILES) = CC=C=CN=O